Entry 1:
55
Properties=species:S:1:pos:R:3 method="wB97M-V/def2-TZVPD" e_lumo_ev=3.7 relative_energy_kcal_mol=0.0 e_homo_ev=1.3839 gap_ha=0.084 charge=-2
C -1.09 -1.18 -2.60
C -0.48 -0.27 -1.55
N 0.21 -1.01 -0.47
Al 2.13 -0.95 -0.78
C 2.53 -1.35 -2.77
O 2.92 -2.54 -3.02
O 2.36 -0.48 -3.66
H -0.30 -1.82 -2.98
H -1.95 -1.74 -2.24
H -1.39 -0.55 -3.45
H -1.21 0.45 -1.14
H 0.26 0.34 -2.09
H 0.10 -0.42 0.35
H 2.67 0.54 -0.32
H 2.76 -2.09 0.16
C -1.93 -0.52 2.48
O -0.91 0.08 2.25
N -3.00 0.04 3.14
N -2.10 -1.81 2.08
H -3.86 -0.44 3.33
H -2.90 1.00 3.44
H -1.33 -2.23 1.57
H -2.93 -2.35 2.24
C 0.39 3.70 1.93
O 0.52 3.72 3.15
N -0.10 2.66 1.24
N 0.74 4.79 1.16
H -0.20 2.65 0.23
H -0.35 1.83 1.74
H 1.11 5.59 1.64
H 0.65 4.82 0.16
C -0.29 -5.28 -3.02
O -1.37 -4.72 -2.89
N 0.84 -4.94 -2.34
N -0.13 -6.33 -3.90
H 1.71 -5.42 -2.47
H 0.81 -4.17 -1.69
H -0.94 -6.61 -4.42
H 0.74 -6.81 -4.04
C 3.36 -1.64 3.34
O 3.85 -1.69 2.24
N 2.44 -0.68 3.68
N 3.67 -2.55 4.35
H 2.01 -0.62 4.58
H 2.18 -0.02 2.97
H 4.33 -3.26 4.12
H 3.26 -2.52 5.26
C -2.21 5.40 -1.39
O -1.61 4.35 -1.41
N -1.82 6.46 -0.61
N -3.34 5.62 -2.14
H -2.30 7.33 -0.58
H -1.00 6.33 -0.05
H -3.66 4.86 -2.72
H -3.86 6.48 -2.14

---

Entry 2:
15
Properties=species:S:1:pos:R:3 method="wB97M-V/def2-TZVPD" e_lumo_ev="0.8 / 0.8" relative_energy_kcal_mol=75.9 e_homo_ev="-6.6826 / -6.6829" gap_ha="0.277 / 0.277"
C 2.38 0.34 0.21
N 1.08 0.13 0.31
C 0.55 -1.20 0.55
C -0.71 -1.25 0.14
C -1.07 0.09 -0.46
N -2.44 0.54 -0.23
C 0.03 0.95 0.09
H -0.86 -0.03 -1.55
H 2.70 1.29 -0.19
H 3.06 -0.46 0.43
H 1.21 -1.95 0.97
H -1.37 -2.10 0.18
H -3.03 0.04 -0.88
H -2.49 1.51 -0.50
H 0.26 1.96 -0.25

---

Entry 3:
118
Properties=species:S:1:pos:R:3 method="wB97M-V/def2-TZVPD" e_lumo_ev=3.9 relative_energy_kcal_mol=0.0 e_homo_ev=-1.3556 gap_ha=0.194 charge=-2
In -2.43 1.40 -2.59
C 2.25 -5.89 1.09
C 2.65 -4.63 0.37
C 3.35 -3.61 1.00
C 3.69 -2.43 0.34
C 4.40 -1.35 1.11
C 3.32 -2.28 -0.99
C 2.64 -3.30 -1.65
C 2.22 -3.08 -3.07
C 2.30 -4.46 -0.96
C 3.77 -1.06 -1.70
C 5.10 -1.09 -2.14
C 5.69 0.00 -2.73
C 4.94 1.15 -2.87
C 3.62 1.21 -2.44
C 3.00 0.08 -1.86
Ge 1.03 0.17 -1.40
S -0.15 0.38 -3.18
S 0.64 1.65 0.26
Ge -0.99 0.15 0.75
S -2.81 0.81 -0.12
S 0.18 -1.54 -0.20
C -1.34 -0.18 2.69
C -2.34 -1.13 3.04
C -2.77 -1.24 4.35
C -2.21 -0.48 5.36
C -1.21 0.43 5.05
C -0.77 0.56 3.74
C 0.36 1.50 3.52
C 1.66 1.01 3.48
C 1.94 -0.46 3.48
C 2.72 1.92 3.37
C 2.48 3.28 3.25
C 3.60 4.28 3.14
C 1.17 3.74 3.26
C 0.12 2.87 3.36
C -1.28 3.38 3.25
C -2.92 -2.05 2.02
C -4.18 -1.84 1.46
C -5.02 -0.69 1.89
C -4.65 -2.74 0.50
C -3.90 -3.82 0.08
C -4.35 -4.67 -1.07
C -2.71 -4.09 0.74
C -2.19 -3.21 1.69
C -0.88 -3.50 2.35
C 2.90 2.50 -2.62
C 2.89 3.42 -1.58
C 3.64 3.21 -0.31
C 2.11 4.57 -1.71
C 1.40 4.84 -2.87
C 0.51 6.04 -2.96
C 1.52 3.96 -3.94
C 2.26 2.79 -3.83
C 2.39 1.85 -5.00
H 2.60 -5.89 2.13
H 2.62 -6.77 0.59
H 1.18 -5.97 1.15
H 3.63 -3.72 2.07
H 4.62 -1.69 2.12
H 3.79 -0.45 1.21
H 5.34 -1.05 0.63
H 2.98 -2.61 -3.70
H 1.35 -2.40 -3.11
H 1.92 -4.01 -3.56
H 1.73 -5.21 -1.47
H 5.67 -2.00 -2.02
H 6.73 -0.07 -3.04
H 5.31 2.07 -3.34
H -3.56 -1.97 4.58
H -2.53 -0.59 6.40
H -0.70 0.99 5.83
H 1.26 -1.00 4.16
H 2.98 -0.68 3.70
H 1.72 -0.87 2.48
H 3.74 1.56 3.33
H 4.56 3.79 2.93
H 3.72 4.86 4.06
H 3.42 4.99 2.34
H 0.97 4.79 3.09
H -1.29 4.46 3.07
H -1.89 3.18 4.13
H -1.83 2.93 2.43
H -4.44 0.13 2.31
H -5.78 -1.02 2.60
H -5.53 -0.27 1.04
H -5.60 -2.51 0.02
H -5.38 -4.43 -1.34
H -4.33 -5.74 -0.82
H -3.74 -4.51 -1.95
H -2.13 -4.98 0.44
H -0.59 -4.53 2.13
H -0.94 -3.38 3.44
H -0.11 -2.84 2.00
H 4.42 2.44 -0.38
H 2.98 2.92 0.51
H 4.08 4.16 -0.03
H 2.00 5.25 -0.87
H 0.62 6.71 -2.12
H -0.54 5.70 -3.02
H 0.70 6.61 -3.88
H 0.96 4.16 -4.84
H 1.64 2.12 -5.74
H 2.23 0.81 -4.71
H 3.36 1.93 -5.48
Se -2.81 3.69 -3.20
S -3.75 -0.50 -3.59
C -5.42 -0.08 -3.22
C -6.28 -1.06 -2.74
C -7.60 -0.78 -2.41
C -8.09 0.51 -2.53
C -7.24 1.52 -3.00
C -5.93 1.22 -3.36
H -5.90 -2.07 -2.65
H -8.24 -1.56 -2.05
H -9.11 0.74 -2.24
H -7.61 2.53 -3.03
H -5.28 2.04 -3.68

---

Entry 4:
11
Properties=species:S:1:pos:R:3 method="wB97M-V/def2-TZVPD" e_lumo_ev=-0.6 relative_energy_kcal_mol=12.0 e_homo_ev=-9.4213 gap_ha=0.324 smiles="O=C1C=CCC1=O"
O 2.01 1.47 0.64
C 1.13 0.73 0.28
C 1.11 -0.74 0.15
C -0.13 -1.17 -0.10
C -1.16 -0.06 -0.15
C -0.30 1.19 -0.13
O -0.62 2.32 -0.40
H 2.00 -1.35 0.25
H -0.41 -2.21 -0.25
H -1.80 -0.07 0.74
H -1.82 -0.10 -1.02

---

Entry 5:
33
Properties=species:S:1:pos:R:3 method="wB97M-V/def2-TZVPD" e_lumo_ev="-3.6 / -8.9" relative_energy_kcal_mol=0.0 multiplicity=2 e_homo_ev="-14.4752 / -14.4666" gap_ha="0.400 / 0.203" s2=0.782 charge=+1
C 1.38 2.19 0.86
C 1.45 0.78 0.46
N 0.66 -0.16 0.98
C -1.52 -2.71 -0.25
C -0.63 -2.26 0.89
C 0.65 -1.53 0.46
C 1.92 -2.27 0.94
O 2.13 0.49 -0.57
H 0.43 2.61 1.21
H 2.10 2.59 1.58
H 1.76 2.78 0.01
H -0.15 0.16 1.56
H -2.21 -1.97 -0.67
H -2.05 -3.65 -0.11
H -0.93 -3.04 -1.15
H -1.25 -1.61 1.51
H -0.35 -3.10 1.50
H 0.66 -1.43 -0.62
H 1.99 -3.32 0.73
H 1.98 -2.03 2.01
H 2.76 -1.72 0.58
H -2.20 1.58 0.80
H -2.06 0.88 2.14
O -1.92 1.76 1.74
H 1.96 1.51 -1.93
H 1.58 0.89 -3.30
O 1.59 1.74 -2.81
H -0.73 3.26 -1.70
H 0.15 2.05 -2.08
O -0.49 2.38 -1.46
H -2.23 1.12 -1.48
H -3.63 0.84 -1.11
O -2.81 1.19 -0.73

---

Entry 6:
60
Properties=species:S:1:pos:R:3 method="wB97M-V/def2-TZVPD" e_lumo_ev=4.3 e_homo_ev=-0.5709 gap_ha=0.179 charge=-2
Ca -0.23 -0.54 0.83
C -1.82 1.41 -2.28
C -2.07 0.09 -1.60
O -1.99 -0.02 -0.39
N -2.42 -0.93 -2.42
C -2.47 -2.30 -1.96
C -1.19 -3.04 -2.27
C -1.18 -4.30 -2.85
C 0.03 -4.92 -3.09
C 1.20 -4.27 -2.73
C 1.09 -3.02 -2.13
N -0.07 -2.41 -1.92
H -0.80 1.70 -2.03
H -2.51 2.14 -1.87
H -1.93 1.36 -3.36
H -2.25 -0.76 -3.40
H -3.33 -2.81 -2.40
H -2.59 -2.29 -0.87
H -2.12 -4.78 -3.10
H 0.07 -5.90 -3.54
H 2.17 -4.70 -2.91
H 1.98 -2.48 -1.81
O 5.48 -0.03 -1.59
C 4.38 -0.08 -1.06
C 3.26 0.91 -1.21
O 3.35 2.05 -1.66
C 2.06 0.25 -0.69
C 2.43 -0.97 -0.02
O 1.61 -1.72 0.59
C 3.88 -1.18 -0.14
O 4.56 -2.05 0.38
O 0.86 0.67 -0.77
S -4.91 1.26 1.35
S -4.16 -0.23 2.59
S -4.14 -2.03 1.53
S -2.20 -2.77 1.40
N 1.60 -0.40 4.70
C 0.49 0.34 5.07
C -0.46 0.05 4.16
N 0.03 -0.84 3.22
C 1.27 -1.08 3.58
H 2.52 -0.36 5.10
H 0.50 0.99 5.93
H -1.48 0.41 4.09
H 1.95 -1.72 3.05
C -0.21 4.72 -0.54
N 0.08 3.83 0.56
C 1.44 3.41 0.84
C 1.20 2.13 1.62
O 2.07 1.48 2.16
N -0.15 1.84 1.64
C -0.75 2.83 0.98
N -2.06 2.86 0.76
H 0.46 5.58 -0.48
H -1.23 5.11 -0.48
H -0.07 4.24 -1.51
H 1.98 4.14 1.45
H 2.01 3.19 -0.07
H -2.72 2.21 1.21
H -2.47 3.69 0.37